Record 1
A cluster of 21 separate species, C3H47NO20S2 in total at a distorted geometry, computed with ωB97M-V/def2-TZVPD.

The geometry in XYZ format:
```
73
Properties=species:S:1:pos:R:3:mulliken_charge:R:1
S -1.68622 0.87488 -0.37630 -0.09
S -0.41207 1.33071 -1.92273 0.02
N -0.27488 -1.92150 -0.30195 -0.45
C -0.32883 0.23119 0.62956 -0.17
C 0.76667 -0.05213 -1.52678 -0.41
C 0.51577 -0.70421 -0.20032 -0.13
H -0.30588 -2.42999 0.62244 -0.01
H -1.24332 -1.72484 -0.51034 0.41
H -0.70068 -0.38387 1.46817 0.20
H 0.29304 0.97365 1.12490 0.02
H 0.81594 -0.78605 -2.38489 0.30
H 1.81812 0.37435 -1.53921 0.13
H 1.45607 -0.90600 0.32646 0.50
O -4.14292 3.60081 -1.20885 -0.63
H -4.77796 2.82008 -1.10422 0.28
H -3.50847 3.59883 -0.42066 0.41
O -0.99902 -2.41075 -4.57164 -0.64
H -0.92895 -3.28124 -5.08262 0.29
H -0.56874 -2.54181 -3.66531 0.43
O 2.78484 2.70725 -0.12918 -0.69
H 1.88187 2.87985 0.29345 0.32
H 3.42006 2.40360 0.59749 0.31
O 2.14999 -2.31082 -3.85614 -0.63
H 1.96101 -2.26457 -4.84907 0.31
H 1.62349 -3.08416 -3.47080 0.33
O -3.06786 0.82259 -4.15738 -0.66
H -2.39563 0.95093 -3.41212 0.32
H -3.89133 0.38315 -3.76681 0.29
O -2.26082 -3.84289 1.74470 -0.66
H -3.09410 -4.23684 1.32732 0.31
H -2.52358 -2.99842 2.23622 0.25
O 4.04300 2.08889 -2.56430 -0.69
H 4.62094 1.27575 -2.39532 0.40
H 3.62887 2.36947 -1.68479 0.35
O -2.81207 -0.48625 3.94513 -0.66
H -2.29593 -1.13795 4.52188 0.30
H -3.38235 -1.01872 3.30092 0.31
O -0.26940 3.97104 -4.00593 -0.68
H 0.38483 3.26483 -4.31738 0.32
H -1.16384 3.78596 -4.44124 0.32
O -0.18180 5.08758 -1.44884 -0.69
H -0.04156 4.73248 -2.38585 0.35
H -1.14894 5.37161 -1.36091 0.30
O 0.27729 3.73723 1.03488 -0.59
H 0.13631 4.27395 0.18882 0.41
H -0.49375 3.08883 1.12894 0.17
O 2.41533 -0.38856 3.73450 -0.72
H 2.79785 -0.48331 4.66641 0.31
H 2.03958 0.54629 3.64160 0.42
O -2.96505 3.56338 1.27874 -0.70
H -2.60196 4.44766 1.61036 0.31
H -2.50334 2.82176 1.78921 0.37
O 0.02977 -4.88876 2.48003 -0.76
H 0.44754 -4.18628 3.07648 0.41
H -0.88433 -4.55938 2.19773 0.34
O -1.84823 2.01246 3.23631 -0.86
H -2.21651 1.10144 3.47754 0.42
H -2.15336 2.67220 3.94016 0.33
O 0.16934 -3.54594 -2.34717 -0.84
H -0.15471 -2.93150 -1.61149 0.43
H 0.49420 -4.40410 -1.92080 0.27
O 5.62260 -0.03114 -2.08104 -0.72
H 5.54538 -0.58610 -1.23854 0.33
H 5.29218 -0.58937 -2.85754 0.37
O 0.69286 -2.70753 3.96930 -0.67
H -0.16770 -2.37832 4.38741 0.23
H 1.36135 -1.94816 3.98459 0.41
O 0.76331 1.85844 3.89814 -0.70
H 0.77333 1.65476 4.88918 0.29
H -0.20008 1.96621 3.60826 0.46
O 0.94132 -5.80751 -0.05230 -0.64
H 0.74268 -5.52593 0.89902 0.43
H 1.88948 -6.15914 -0.08545 0.31
```

orbital gap: 6.8 eV
E_HOMO: -8.3 eV
molar mass: 481.5 g mol⁻¹
LUMO: -1.5 eV
energy: -2498.37163 hartree
net charge: 0

=====

Record 2
The ion C3H3OS with charge +1 at a distorted geometry, computed with ωB97M-V/def2-TZVPD.

The geometry in XYZ format:
```
8
Properties=species:S:1:pos:R:3:mulliken_charge:R:1
C 0.07399 0.01578 0.00073 -0.54
C -0.95318 1.00001 -0.00553 0.02
C -0.23200 -1.25333 0.00177 0.19
O -2.18104 -1.10072 -0.00358 -0.37
S -2.48104 0.36886 0.00283 0.48
H 1.11438 0.31962 0.02526 0.36
H -0.76252 2.05964 -0.01576 0.39
H -0.04322 -2.30157 -0.00911 0.47
```

orbital gap: 9.3 eV
E_HOMO: -15.8 eV
molar mass: 87.1 g mol⁻¹
LUMO: -6.6 eV
energy: -589.14428 hartree
relative energy (zero: lowest compared OMol25 entry of this formula, charge and spin): 2.0222 eV
net charge: +1

=====

Record 3
A cluster of 4 separate species, C37H58B2F24N4O12 in total at a distorted geometry, computed with ωB97M-V/def2-TZVPD.

The geometry in XYZ format:
```
137
Properties=species:S:1:pos:R:3:mulliken_charge:R:1
C 5.65874 -1.09793 -3.43783 -1.62
C 4.13613 -1.16401 -3.52994 1.15
C 3.63466 -1.94493 -4.73911 -0.90
C 3.98652 -1.28855 -6.09390 -0.57
C 2.77474 -1.01949 -7.00919 -1.35
C 2.32371 0.45201 -6.96461 -0.83
C 1.38968 0.73284 -5.78165 3.09
C 0.99612 2.21390 -5.72420 -2.14
C -0.36202 2.57597 -5.13905 1.31
N -0.50293 4.02746 -5.28873 -0.86
O -0.60151 2.21583 -3.75596 -0.69
C 0.40619 1.60583 -2.95763 0.74
B 0.13115 0.03348 -2.85235 1.32
O -0.92732 -0.50832 -3.54388 -0.77
O 0.98497 -0.81906 -2.18917 -0.83
C 0.36135 2.32735 -1.58216 -0.74
N -0.00008 1.48093 -0.45756 0.34
C -1.32981 1.81871 0.08391 -0.22
C -2.47914 1.31147 -0.76751 -1.34
O 1.55114 3.12505 -1.44525 -0.49
C 2.69046 2.72949 -0.81467 0.26
C 3.83120 3.50951 -1.51727 -1.32
O 3.61950 3.39053 -2.90465 0.20
C 4.22184 4.39325 -3.70575 -0.72
C 5.51772 3.93325 -4.40525 -0.38
C 6.19761 2.73852 -3.74275 -1.08
C 3.05337 1.24371 -0.75275 0.32
O 2.54755 0.63584 0.43983 -0.42
N 3.05250 -0.67880 0.51981 0.15
O 2.53362 -1.26836 1.37125 -0.33
O 2.58808 3.25408 0.58418 -0.18
C 3.67094 3.18660 1.28247 0.71
N 4.62796 3.14584 1.92679 -0.71
B -1.61375 2.06543 -6.00153 0.35
O -2.84456 2.49361 -5.54394 -0.68
C -1.56611 1.15352 -7.28582 -0.14
C -2.05027 -0.26974 -6.88657 -0.99
H 5.96364 -0.49284 -2.58410 0.37
H 6.08354 -0.66513 -4.34378 0.33
H 6.09248 -2.08962 -3.30401 0.43
H 3.76588 -1.64137 -2.61809 0.31
H 3.74178 -0.14321 -3.52182 -0.90
H 2.55396 -2.08881 -4.66969 0.29
H 4.08471 -2.93891 -4.68638 0.57
H 4.65250 -1.97129 -6.62388 0.38
H 4.55459 -0.37279 -5.92686 0.33
H 3.00800 -1.28228 -8.03962 0.41
H 1.93474 -1.62379 -6.66253 0.47
H 1.84526 0.76074 -7.89802 0.48
H 3.21190 1.08397 -6.86683 0.36
H 1.96907 0.48978 -4.88847 -1.69
H 0.53019 0.06898 -5.85040 -0.41
H 1.00354 2.61705 -6.73807 0.68
H 1.78076 2.76261 -5.18805 0.03
H 0.34050 4.48973 -4.96464 0.23
H -1.28611 4.31496 -4.71486 0.36
H 1.42367 1.75868 -3.31936 -0.59
H -1.71691 0.03892 -3.47348 0.22
H 1.12875 -1.63302 -2.68427 0.28
H -0.43643 3.06365 -1.70358 0.70
H 0.63656 1.58928 0.31829 0.07
H -1.38531 1.31115 1.04838 0.14
H -1.42091 2.89163 0.29325 0.32
H -2.30344 0.28753 -1.09547 0.16
H -3.38846 1.29634 -0.16379 0.56
H -2.69050 1.96562 -1.61582 0.19
H 4.79942 3.08291 -1.25754 0.45
H 3.75995 4.55178 -1.19573 0.59
H 4.39959 5.30443 -3.12826 0.43
H 3.48075 4.65174 -4.46395 0.29
H 6.21158 4.77018 -4.47220 0.33
H 5.24705 3.63831 -5.42057 0.33
H 5.57045 1.85008 -3.78205 0.06
H 7.11893 2.51079 -4.27855 0.46
H 6.45221 2.94734 -2.70420 0.32
H 4.14059 1.16310 -0.70140 1.03
H 2.73172 0.69844 -1.63604 -0.76
H -3.40574 2.77281 -6.27287 0.27
H -0.59806 1.11213 -7.78151 0.07
H -2.29695 1.53094 -8.00783 0.53
H -1.23127 -0.91089 -6.57225 0.22
H -2.60339 -0.73384 -7.69976 0.37
H -2.74423 -0.19894 -6.04690 0.22
F 0.47276 5.91834 5.42865 -0.23
C 1.47542 6.00021 4.53176 0.06
F 1.97185 7.25738 4.57384 -0.28
C 0.97857 5.72257 3.11004 0.86
F 0.10814 6.68122 2.72755 -0.29
F 2.08913 5.83917 2.32524 -0.28
C 0.40075 4.33410 2.79923 0.19
O -1.01278 4.18732 2.76087 -0.37
C -1.74542 3.88893 3.87165 0.78
F -0.97732 3.58583 4.93058 -0.33
F -2.45292 2.75855 3.57864 -0.35
C -2.77704 4.97278 4.19763 0.20
F -2.16793 6.15105 4.41469 -0.23
F -3.43812 4.61282 5.31957 -0.27
H 2.26863 5.29901 4.80484 0.31
H 0.69810 4.14523 1.76947 -0.39
H 0.87447 3.55585 3.39831 0.47
H -3.48373 5.07610 3.37183 0.25
F -3.38561 -3.27240 4.52884 -0.23
C -4.03259 -3.51792 5.68535 0.16
F -5.31440 -3.82842 5.38880 -0.25
C -4.03147 -2.29404 6.60480 0.94
F -4.73403 -1.28807 6.04465 -0.27
F -4.71513 -2.69908 7.71822 -0.32
C -2.68157 -1.77044 7.12159 -0.88
O -2.11269 -0.64240 6.48507 -0.36
C -1.26820 -0.73962 5.41382 0.68
F -0.90534 -2.00891 5.16039 -0.30
F -0.13974 -0.06244 5.73446 -0.30
C -1.84237 -0.04127 4.18011 0.69
F -3.02412 -0.58541 3.82148 -0.28
F -0.97924 -0.19460 3.14430 -0.24
H -3.57089 -4.37311 6.18267 0.24
H -2.90617 -1.40750 8.12342 0.44
H -1.95855 -2.57751 7.24314 0.31
H -1.98711 1.01674 4.37103 -0.11
F -6.79718 -8.41903 6.03950 -0.23
C -6.31028 -7.27503 6.55909 0.07
F -6.30270 -6.34337 5.58242 -0.23
C -4.88348 -7.46386 7.08084 1.06
F -4.04386 -7.73174 6.06061 -0.30
F -4.53291 -6.23792 7.58459 -0.33
C -4.65179 -8.45631 8.23231 -0.87
O -4.14446 -9.73828 7.91765 -0.39
C -4.94665 -10.80755 7.62574 0.79
F -6.24671 -10.54938 7.84311 -0.29
F -4.59523 -11.80813 8.46512 -0.30
C -4.69569 -11.33345 6.20779 0.19
F -4.92777 -10.37253 5.29418 -0.22
F -5.53897 -12.36263 5.97391 -0.25
H -6.96886 -6.93404 7.36304 0.30
H -3.84861 -8.00382 8.81199 0.42
H -5.51498 -8.50969 8.89626 0.34
H -3.66377 -11.67703 6.11529 0.24
```

orbital gap: 9.4 eV
E_HOMO: -9.2 eV
SMILES: CCCCCCCC[C@](N)(O[C@H](B(O)O)[C@@H](NCC)O[C@](COCCC)(CON=O)OC#N)B(O)CC.FC(F)C(F)(F)COC(F)(F)C(F)F.FC(F)C(F)(F)COC(F)(F)C(F)F.FC(F)C(F)(F)COC(F)(F)C(F)F
molar mass: 1228.5 g mol⁻¹
LUMO: 0.2 eV
energy: -5013.04214 hartree
net charge: 0